# 1
An isolated molecule of C6H14O. Source: OMol25; level of theory: the ωB97M-V functional and the def2-TZVPD basis.

SMILES string: CCCCCOC
LUMO, eV: 1.11
E, eV: -8495.9688
Max |F|, Eh/bohr: 0.006
Net charge: 0
Orbital gap, eV: 10.940

Positions of all 21 atoms, in Å:
1 C -2.422 -0.975 -0.828
2 C -2.337 -0.120 0.438
3 C -1.234 0.954 0.346
4 C 0.128 0.531 0.940
5 C 1.244 0.364 -0.081
6 O 2.353 -0.198 0.581
7 C 3.468 -0.350 -0.255
8 H -3.151 -1.787 -0.727
9 H -1.452 -1.421 -1.083
10 H -2.731 -0.357 -1.680
11 H -3.316 0.348 0.614
12 H -2.147 -0.758 1.313
13 H -1.103 1.215 -0.713
14 H -1.573 1.874 0.835
15 H 0.030 -0.426 1.466
16 H 0.468 1.256 1.689
17 H 0.920 -0.291 -0.910
18 H 1.521 1.335 -0.530
19 H 3.249 -1.006 -1.113
20 H 4.264 -0.805 0.341
21 H 3.822 0.618 -0.641

---

# 2
An isolated molecule of C6H14O. Source: OMol25; level of theory: the ωB97M-V functional and the def2-TZVPD basis.

SMILES string: COCC(C)(C)C
LUMO, eV: 0.92
E, eV: -8496.2623
Max |F|, Eh/bohr: 0.006
Net charge: 0
Orbital gap, eV: 10.573

Positions of all 21 atoms, in Å:
1 C 2.435 -1.281 -0.737
2 O 1.456 -0.960 0.215
3 C 0.953 0.358 0.131
4 C -0.576 0.344 0.197
5 C -1.065 1.789 0.301
6 C -1.139 -0.297 -1.076
7 C -1.021 -0.457 1.423
8 H 3.253 -0.544 -0.755
9 H 2.008 -1.351 -1.751
10 H 2.844 -2.255 -0.456
11 H 1.274 0.845 -0.804
12 H 1.363 0.948 0.967
13 H -0.705 2.265 1.220
14 H -2.161 1.823 0.309
15 H -0.718 2.386 -0.553
16 H -0.734 -1.305 -1.221
17 H -0.896 0.305 -1.961
18 H -2.231 -0.376 -1.013
19 H -0.670 -1.491 1.354
20 H -2.115 -0.463 1.499
21 H -0.617 -0.022 2.346

---

# 3
An isolated molecule of C6H14O. Source: OMol25; level of theory: the ωB97M-V functional and the def2-TZVPD basis.

SMILES string: CCCCCOC
LUMO, eV: 1.11
E, eV: -8495.9391
Max |F|, Eh/bohr: 0.006
Net charge: 0
Orbital gap, eV: 10.739

Positions of all 21 atoms, in Å:
1 C 1.266 0.690 2.726
2 C 0.890 0.971 1.275
3 C 0.947 -0.276 0.393
4 C 0.581 0.016 -1.064
5 C 0.031 -1.164 -1.882
6 O -1.320 -0.952 -2.251
7 C -2.240 -1.316 -1.252
8 H 1.127 1.575 3.355
9 H 2.313 0.379 2.812
10 H 0.647 -0.114 3.141
11 H -0.130 1.379 1.230
12 H 1.546 1.749 0.862
13 H 1.950 -0.722 0.450
14 H 0.261 -1.029 0.805
15 H 1.446 0.455 -1.573
16 H -0.203 0.778 -1.104
17 H 0.573 -1.274 -2.825
18 H 0.134 -2.114 -1.331
19 H -2.431 -2.403 -1.263
20 H -3.177 -0.789 -1.457
21 H -1.904 -1.036 -0.241

---

# 4
A structure of composition C6H14O in a non-equilibrium geometry. Source: OMol25; level of theory: the ωB97M-V functional and the def2-TZVPD basis.

LUMO, eV: 0.88
E, eV: -8493.8372
Max |F|, Eh/bohr: 0.082
Net charge: 0
Orbital gap, eV: 10.758

Positions of all 21 atoms, in Å:
1 C 0.936 -1.654 -0.736
2 C 1.124 -0.205 -0.278
3 C 2.416 -0.073 0.530
4 C -0.061 0.308 0.549
5 C -1.317 0.615 -0.227
6 C -2.468 1.183 0.559
7 O -1.113 1.217 -1.465
8 H 1.792 -1.982 -1.337
9 H 0.038 -1.789 -1.350
10 H 0.857 -2.327 0.128
11 H 1.188 0.439 -1.163
12 H 3.280 -0.420 -0.049
13 H 2.368 -0.674 1.448
14 H 2.600 0.969 0.819
15 H 0.226 1.248 1.040
16 H -0.339 -0.406 1.335
17 H -1.771 -0.578 -0.584
18 H -2.197 2.173 0.940
19 H -2.701 0.519 1.396
20 H -3.343 1.299 -0.087
21 H -1.517 0.137 -1.466